Here is C35H23Cl2N3O4S5Sn as an isolated structure in a non-equilibrium geometry from the OMol25 dataset. Energies are from the ωB97M-V functional and the def2-TZVPD basis.

Geometry (Å):
Sn (-0.62, 0.89, -0.57)
Cl (-7.81, 1.98, 0.50)
Cl (-4.01, 4.76, -2.04)
S (-0.36, -0.24, -3.49)
S (-0.42, -2.35, -0.96)
S (1.47, 3.05, -0.96)
S (-0.96, 2.78, 1.35)
S (0.42, -2.55, 4.06)
O (-0.02, -2.07, 5.35)
O (0.21, -3.96, 3.84)
O (-2.32, 2.39, -1.50)
O (0.71, -0.17, 1.30)
N (2.14, -0.20, -1.33)
N (-3.04, 0.18, -0.09)
N (-0.13, -1.63, 2.84)
C (-1.93, -2.05, -4.72)
C (-1.21, -1.72, -3.56)
C (4.59, -1.30, 2.92)
C (-4.46, 3.31, -1.20)
C (-2.66, -4.13, -3.77)
C (-6.17, 2.09, -0.06)
C (-5.28, 1.02, 0.17)
C (-5.62, -0.17, 0.84)
C (3.44, -0.88, 2.27)
C (2.16, -2.17, 3.83)
C (3.05, 4.65, 2.36)
C (-1.21, -2.67, -2.52)
C (2.08, 4.42, 3.34)
C (2.78, -1.55, -3.18)
C (0.59, 3.44, 1.68)
C (-3.95, 1.14, -0.30)
C (4.52, -2.14, 4.03)
C (-3.38, -0.92, 0.54)
C (-3.49, 2.31, -1.04)
C (-4.68, -1.15, 1.01)
C (-1.94, -3.84, -2.62)
C (3.54, -0.51, -3.68)
C (3.60, 0.69, -2.98)
C (0.83, -0.99, 2.22)
C (2.98, 1.99, -0.91)
C (2.07, -1.34, -1.99)
C (0.88, 3.86, 2.99)
C (-2.65, -3.22, -4.82)
C (2.21, -1.32, 2.75)
C (-5.76, 3.22, -0.72)
C (2.89, 0.79, -1.79)
C (2.78, 4.28, 1.06)
C (1.60, 3.64, 0.72)
C (3.29, -2.59, 4.49)
C (1.38, -2.49, -1.32)
H (-3.26, -5.03, -3.83)
H (-3.21, -3.43, -5.72)
H (3.52, 4.46, 0.29)
H (3.04, 1.66, 0.13)
H (3.99, 5.12, 2.61)
H (-6.44, 4.03, -0.87)
H (-4.91, -2.08, 1.51)
H (5.56, -0.95, 2.58)
H (2.73, -2.50, -3.69)
H (-1.95, -1.33, -5.52)
H (4.19, 1.52, -3.34)
H (-2.59, -1.66, 0.68)
H (1.79, -2.59, -0.32)
H (3.49, -0.23, 1.41)
H (-1.94, -4.52, -1.78)
H (3.84, 2.61, -1.17)
H (0.12, 3.68, 3.74)
H (5.44, -2.44, 4.53)
H (4.08, -0.62, -4.61)
H (1.52, -3.41, -1.88)
H (3.22, -3.25, 5.34)
H (-6.63, -0.30, 1.22)
H (2.29, 4.68, 4.37)

Results
2S+1   1
Total charge   -2
Energy relative to the best compared isomer or geometry (same formula, charge and spin)   1.1580 eV
E_LUMO   0.1516 hartree
Kohn-Sham gap   5.55 eV

Atomic partial charges in e from the Mulliken method, atoms 1 to 6: 1.4570 -0.3325 -0.2806 -0.3006 -0.0364 -0.1711

=====

Here is an isolated ion of composition C26H31N2O4 and charge +1 in a non-equilibrium geometry from the OMol25 dataset. Energies are from the ωB97M-V functional and the def2-TZVPD basis.

Geometry (Å):
O (1.99, -0.06, -1.48)
O (-1.79, 2.33, 4.65)
O (-3.83, -2.33, -5.07)
O (-5.87, -2.73, -3.06)
N (1.61, 0.41, 0.70)
N (5.48, 1.41, 0.27)
C (5.33, -0.05, 0.60)
C (-6.83, -2.92, -2.05)
C (0.71, 0.92, 1.67)
C (-3.68, -2.08, -3.74)
C (2.97, 0.59, 0.91)
C (-1.02, 1.91, 3.63)
C (-4.64, -2.26, -2.72)
C (1.19, -0.04, -0.56)
C (-1.18, 2.27, 2.29)
C (-0.19, -0.49, -0.64)
C (4.93, 2.04, 1.50)
C (3.41, 1.94, 1.44)
C (0.03, 1.05, 3.97)
C (3.86, -0.34, 0.55)
C (6.84, 1.82, -0.07)
C (-5.02, -2.87, -5.60)
C (-2.88, 3.18, 4.38)
C (-0.32, 1.78, 1.33)
C (-3.02, -1.46, -1.09)
C (-4.27, -1.94, -1.41)
C (0.88, 0.55, 3.01)
C (-2.06, -1.28, -2.09)
C (-0.73, -0.79, -1.83)
C (5.54, 1.22, 2.64)
C (5.89, -0.14, 2.02)
C (-2.42, -1.59, -3.40)
H (-3.35, 3.37, 5.35)
H (-0.46, 2.07, 0.30)
H (6.43, 1.70, 3.05)
H (3.00, 2.71, 0.78)
H (-5.87, -2.21, -5.45)
H (5.42, -0.97, 2.55)
H (-0.73, -0.59, 0.29)
H (-7.09, -1.99, -1.55)
H (6.96, -0.32, 2.01)
H (-4.82, -2.98, -6.67)
H (0.15, 0.77, 5.01)
H (-5.24, -3.85, -5.17)
H (-2.55, 4.14, 3.96)
H (-0.10, -0.66, -2.70)
H (3.55, -1.29, 0.16)
H (-3.60, 2.71, 3.71)
H (-6.50, -3.66, -1.31)
H (-1.98, 2.93, 1.99)
H (-2.80, -1.23, -0.06)
H (6.86, 2.89, -0.30)
H (-7.71, -3.31, -2.57)
H (7.51, 1.63, 0.76)
H (1.67, -0.13, 3.28)
H (4.86, 1.61, -0.52)
H (5.23, 3.09, 1.55)
H (5.88, -0.66, -0.12)
H (7.19, 1.27, -0.94)
H (-4.99, -2.06, -0.62)
H (2.98, 2.11, 2.43)
H (4.83, 1.11, 3.46)
H (-1.71, -1.47, -4.20)

Results
2S+1   1
Total charge   +1
Structure (SMILES)   COc1ccc(N(C(=O)/C=C/c2ccc(OC)c(OC)c2)C2=C[C@@H]3CC[C@H](C2)[N@H+]3C)cc1
Energy relative to the best compared isomer or geometry (same formula, charge and spin)   0.0389 eV
E_LUMO   -0.0842 hartree
Kohn-Sham gap   7.39 eV

Atomic partial charges in e from the natural (NBO) method, atoms 1 to 6: -0.6205 -0.4818 -0.4915 -0.5110 -0.5193 -0.3516

=====

Here is one molecule with the formula C4H6O2 in a non-equilibrium geometry from the OMol25 dataset. Energies are from the ωB97M-V functional and the def2-TZVPD basis.

Geometry (Å):
O (1.13, 0.07, -1.33)
O (-2.74, 1.22, 0.29)
C (-0.78, -0.07, 0.25)
C (-1.54, 1.25, 0.42)
C (0.72, 0.04, 0.02)
C (1.51, -1.07, -0.48)
H (-0.97, 2.18, 0.60)
H (-1.07, -0.69, 1.21)
H (-1.18, -0.61, -0.72)
H (1.21, 0.73, 0.70)
H (2.59, -1.01, -0.23)
H (1.12, -2.06, -0.75)

Results
2S+1   1
Total charge   0
Structure (SMILES)   O=CC[C@H]1CO1
Energy relative to the best compared isomer or geometry (same formula, charge and spin)   2.4110 eV
E_LUMO   0.0369 hartree
Kohn-Sham gap   10.96 eV

Atomic partial charges in e from the natural (NBO) method, atoms 1 to 6: -0.4869 -0.5080 -0.5412 0.4359 0.0391 -0.1182

=====

Per-record M, g/mol: 899.54; 435.54; 86.09